[1]
19
Properties=species:S:1:pos:R:3:forces:R:3 method="wB97M-V/def2-TZVPD" orbital_gap_ev=8.55 e_above_lowest_kcal_mol=110.8 e_homo_ev=-8.334 energy_ha=-310.88267
O -0.544 1.935 0.572 0.152 0.073 -0.139
C -0.566 -0.594 0.309 0.435 -0.344 -0.060
C -1.185 0.805 0.090 -0.205 -0.141 -0.024
C -0.827 -1.639 -0.760 -0.046 -0.008 -0.044
C 2.471 0.665 -0.677 0.011 0.020 -0.017
C 0.489 -0.807 1.249 -0.445 0.268 -0.104
C -1.817 -0.057 1.088 -0.185 0.125 0.165
H 1.692 0.860 -1.422 0.115 -0.033 0.113
H 2.189 -0.199 -0.066 0.094 0.115 -0.107
H -1.679 0.917 -0.877 0.112 -0.039 0.157
H -1.686 0.209 2.132 0.024 -0.034 -0.165
H 2.614 1.540 -0.036 -0.024 -0.123 -0.094
H -0.933 -2.629 -0.305 0.015 0.156 -0.061
H 0.020 -1.678 -1.454 -0.136 0.010 0.108
H -2.738 -0.582 0.851 0.188 0.055 0.009
H 0.235 2.092 0.021 -0.109 0.026 0.132
H 0.588 0.137 1.822 0.003 -0.147 -0.043
H -1.732 -1.422 -1.342 0.128 -0.021 0.107
H 3.408 0.446 -1.194 -0.126 0.043 0.067

[2]
20
Properties=species:S:1:pos:R:3:forces:R:3 method="wB97M-V/def2-TZVPD" orbital_gap_ev=10.21 e_above_lowest_kcal_mol=115.2 e_homo_ev=-19.050 energy_ha=-323.70932 charge=+2 smiles="C=[NH+]CN([NH3+])CC"
N 0.467 0.800 -0.090 0.110 -3.448 0.210
N 1.056 2.059 -0.103 2.082 -0.888 -2.493
N -1.634 -0.353 -0.374 1.292 2.244 2.087
C -0.830 0.564 0.452 -1.860 2.923 2.440
C 1.444 -0.232 0.274 1.136 -1.978 0.779
C -2.782 -0.755 -0.134 -2.411 -1.335 1.936
C 1.176 -1.606 -0.388 -2.665 0.420 2.110
H 1.511 -0.517 1.381 -0.463 1.129 -1.030
H 1.863 2.120 0.583 -1.415 0.786 -0.110
H 0.952 -1.605 -1.408 0.133 0.439 -1.937
H -1.022 -0.717 -1.002 1.468 -2.094 -3.035
H 2.023 -2.210 -0.218 0.720 -0.963 0.298
H 1.543 2.071 -1.087 -0.922 0.735 1.931
H -3.062 -1.699 -0.636 -0.608 0.906 -0.038
H 2.475 0.087 0.025 -0.581 0.086 -0.256
H -3.369 -0.307 0.757 0.805 -0.765 -1.738
H -0.866 0.199 1.530 0.378 0.068 -1.286
H -1.427 1.520 0.484 0.663 -0.635 -0.011
H 0.268 2.677 -0.113 0.120 1.801 0.455
H 0.213 -2.096 0.068 2.018 0.569 -0.312